A:
The following is a DFT calculation (the ωB97M-V functional and the def2-TZVPD basis) of the molecule C10H7NO2.

Results
E_LUMO ... -0.031 Ha
SMILES ... O=Cc1c(O)cnc2ccccc12
E_HOMO ... -8.90 eV

The geometry in ORCA input format:
```
! wB97M-V def2-TZVPD RIJCOSX def2/J DEFGRID3
* xyz 0 1
O 0.59 0.30 3.67
C 0.94 -0.03 2.52
C -0.06 0.14 1.34
C -1.40 0.39 1.61
O -1.79 0.31 2.90
C -2.36 0.18 0.59
N -2.08 0.05 -0.66
C -0.74 -0.02 -1.07
C -0.47 -0.22 -2.46
C 0.81 -0.32 -2.87
C 1.88 -0.26 -1.98
C 1.67 -0.01 -0.63
C 0.37 0.11 -0.10
H 1.96 -0.40 2.28
H -1.05 0.35 3.47
H -3.35 0.22 0.92
H -1.25 -0.26 -3.22
H 1.00 -0.35 -3.92
H 2.83 -0.27 -2.41
H 2.50 0.09 0.02
*
```

=====

B:
The following is a DFT calculation (the ωB97M-V functional and the def2-TZVPD basis) of the molecule C10H7NO2.

Results
E_LUMO (alpha / beta) ... -0.040 / -0.039 Ha
E_HOMO (alpha / beta) ... -8.13 / -8.14 eV

The geometry in ORCA input format:
```
! wB97M-V def2-TZVPD RIJCOSX def2/J DEFGRID3
* xyz 0 1
C 1.97 3.83 1.72
C 1.72 2.67 1.62
C -0.31 -2.82 0.24
C -1.09 -2.31 -0.85
C 0.41 -1.96 1.03
C -1.01 -0.95 -1.10
C 0.49 -0.58 0.77
C -0.32 -0.09 -0.25
C 1.25 0.31 1.70
C -0.30 1.37 -0.53
N 1.05 1.60 1.42
O 1.91 -0.17 2.61
O 0.44 1.79 -1.56
H 2.33 4.65 2.14
H -0.34 -3.79 0.45
H -1.52 -3.04 -1.60
H 1.00 -2.38 1.87
H -1.55 -0.43 -1.93
H -1.16 2.05 -0.38
H 0.61 2.71 -1.66
*
```

=====

Stability ranking, top and bottom: A is the most stable and B is the least stable.

=====

A:
The following is a DFT calculation (the ωB97M-V functional and the def2-TZVPD basis) of the ion C4H6NO2 with charge +1.

Results
E_LUMO ... -0.184 Ha
SMILES ... [NH2+]=CCC(O)=C=O
E_HOMO ... -13.27 eV

The geometry in ORCA input format:
```
! wB97M-V def2-TZVPD RIJCOSX def2/J DEFGRID3
* xyz 1 1
N -0.78 0.85 -0.99
C -0.76 0.39 0.22
C 0.30 -0.38 0.87
C 1.55 -0.30 0.07
O 1.40 -0.54 -1.32
C 2.57 0.23 0.65
O 3.49 0.62 1.26
H -1.61 1.28 -1.37
H 0.15 0.63 -1.41
H -1.63 0.63 0.80
H -0.05 -1.45 1.10
H 0.54 -0.10 1.82
H 2.31 -0.93 -1.71
*
```

=====

B:
The following is a DFT calculation (the ωB97M-V functional and the def2-TZVPD basis) of the ion C4H6NO2 with charge +1.

Results
E_LUMO ... -0.217 Ha
SMILES ... [NH3+][C@H]1CC(=O)C1=O
E_HOMO ... -14.81 eV

The geometry in ORCA input format:
```
! wB97M-V def2-TZVPD RIJCOSX def2/J DEFGRID3
* xyz 1 1
N 1.55 -0.70 -0.17
C 0.37 -0.03 0.48
C -0.28 1.19 -0.19
C -1.72 0.55 0.04
O -2.87 0.83 0.06
C -1.05 -0.71 0.32
O -1.11 -1.90 -0.25
H 2.32 -0.17 -0.60
H 0.89 -1.34 -0.84
H 1.95 -1.25 0.57
H 0.55 0.08 1.52
H -0.30 1.35 -1.22
H -0.31 2.10 0.29
*
```

=====

Stability ranking, top and bottom: A is the most stable and B is the least stable.

=====

A:
The following is a DFT calculation (the ωB97M-V functional and the def2-TZVPD basis) of a cluster of 3 separate species, C5H15NO2 in total.

Results
E_LUMO (alpha / beta) ... 0.136 / 0.130 Ha
⟨S²⟩ ... 0.750
E_HOMO (alpha / beta) ... 1.18 / -6.08 eV

The geometry in ORCA input format:
```
! wB97M-V def2-TZVPD RIJCOSX def2/J DEFGRID3
* xyz -1 2
C -0.98 0.87 1.31
N -1.65 -0.15 0.51
C -0.67 -0.83 -0.36
C -0.44 -0.08 -1.66
C 0.65 -0.62 -2.54
C 1.25 0.02 -3.53
H -1.66 1.51 1.91
H -0.42 1.66 0.78
H -0.39 0.37 2.07
H -2.32 0.32 -0.10
H -1.04 -1.85 -0.52
H 0.27 -1.01 0.17
H -0.35 1.00 -1.50
H -1.39 -0.09 -2.21
H 0.90 -1.67 -2.40
H 1.05 1.02 -3.89
H 2.09 -0.44 -4.04
H -1.88 -1.06 3.30
H -0.82 -2.10 3.14
O -1.02 -1.35 3.69
H 3.19 1.55 1.21
H 2.97 1.19 2.70
O 2.64 1.74 1.97
*
```

=====

B:
The following is a DFT calculation (the ωB97M-V functional and the def2-TZVPD basis) of a cluster of 3 separate species, C5H15NO2 in total.

Results
E_LUMO (alpha / beta) ... 0.144 / 0.143 Ha
⟨S²⟩ ... 0.754
E_HOMO (alpha / beta) ... -0.44 / -4.44 eV

The geometry in ORCA input format:
```
! wB97M-V def2-TZVPD RIJCOSX def2/J DEFGRID3
* xyz -1 2
C 2.11 1.03 1.19
C 0.73 1.46 0.74
C 0.56 1.50 -0.78
C 0.99 0.22 -1.50
C -0.75 -1.34 -1.42
N 0.44 -0.97 -0.88
H 2.17 1.19 2.27
H 2.33 0.00 0.94
H 2.84 1.68 0.70
H -0.05 0.85 1.21
H 0.57 2.49 1.08
H -0.47 1.74 -1.06
H 1.20 2.33 -1.11
H 2.08 0.13 -1.41
H 0.68 0.33 -2.55
H -1.24 -2.24 -1.08
H -1.19 -0.83 -2.29
H -0.26 -1.39 0.95
H -1.39 -1.13 1.87
O -0.60 -1.68 1.84
H -2.44 0.64 0.74
H -2.30 -0.41 -0.37
O -2.89 -0.12 0.37
*
```

=====

Stability ranking, top and bottom: B is the most stable and A is the least stable.

=====

A:
The following is a DFT calculation (the ωB97M-V functional and the def2-TZVPD basis) of a cluster of 2 separate species, Cl2H2Si in total.

Results
E_LUMO ... -0.104 Ha
E_HOMO ... -8.46 eV

The geometry in ORCA input format:
```
! wB97M-V def2-TZVPD RIJCOSX def2/J DEFGRID3
* xyz 0 1
Si -0.15 0.65 -0.02
Cl -0.59 2.55 0.01
Cl -3.61 -0.40 0.02
H -0.24 -0.28 1.03
H 0.28 -0.37 -1.17
*
```

=====

B:
The following is a DFT calculation (the ωB97M-V functional and the def2-TZVPD basis) of a cluster of 2 separate species, Cl2H2Si in total.

Results
E_LUMO ... -0.035 Ha
E_HOMO ... -9.12 eV

The geometry in ORCA input format:
```
! wB97M-V def2-TZVPD RIJCOSX def2/J DEFGRID3
* xyz 0 1
Si 1.94 0.61 0.95
Cl 0.08 -0.24 1.26
Cl -1.57 -0.40 -3.38
H -2.28 -1.18 -4.21
H 1.23 1.99 1.33
*
```

=====

Stability ranking, top and bottom: B is the most stable and A is the least stable.

=====

A:
The following is a DFT calculation (the ωB97M-V functional and the def2-TZVPD basis) of the ion C2H3IN4 with charge +2.

Results
E_LUMO ... -0.369 Ha
SMILES ... [NH+]#CN(I)N=C=[NH2+]
E_HOMO ... -18.37 eV

The geometry in ORCA input format:
```
! wB97M-V def2-TZVPD RIJCOSX def2/J DEFGRID3
* xyz 2 1
N 1.24 -1.92 -0.14
C 0.11 -1.63 -0.08
N -1.08 -1.06 -0.10
I -3.02 -1.90 -0.34
N -0.97 0.29 0.02
C -0.18 1.15 0.00
N 0.43 2.20 0.30
H 2.18 -2.10 -0.47
H 0.40 2.88 -0.43
H 0.88 2.09 1.24
*
```

=====

B:
The following is a DFT calculation (the ωB97M-V functional and the def2-TZVPD basis) of the ion C2H3IN4 with charge +2.

Results
E_LUMO (alpha / beta) ... -0.509 / -0.509 Ha
E_HOMO (alpha / beta) ... -20.14 / -20.14 eV

The geometry in ORCA input format:
```
! wB97M-V def2-TZVPD RIJCOSX def2/J DEFGRID3
* xyz 2 1
C 0.09 -0.42 0.39
C -0.65 1.16 -0.97
N -1.11 0.05 0.86
N -1.59 0.99 -0.03
N 0.42 0.26 -0.82
N 0.70 -1.28 1.20
I -0.95 2.53 -2.42
H 1.22 -0.07 -1.40
H 0.17 -1.78 1.92
H 1.71 -1.43 1.26
*
```

=====

Stability ranking, top and bottom: B is the most stable and A is the least stable.

=====

A:
The following is a DFT calculation (the ωB97M-V functional and the def2-TZVPD basis) of the ion C5H12N5 with charge +1.

Results
E_LUMO ... -0.144 Ha
SMILES ... N=C=[NH+][C@@H]1CNCCN1N
E_HOMO ... -12.43 eV

The geometry in ORCA input format:
```
! wB97M-V def2-TZVPD RIJCOSX def2/J DEFGRID3
* xyz 1 1
N 3.59 -0.11 -0.85
C 2.89 0.05 0.09
N 2.22 -0.20 1.16
C 0.71 -0.18 1.02
C 0.13 -1.38 0.24
N -0.73 -0.92 -0.85
C -1.80 -0.06 -0.34
C -1.28 1.02 0.53
N 0.21 1.06 0.42
N 0.62 1.30 -0.87
H 4.33 0.18 -1.53
H 2.57 -0.91 1.85
H 0.39 -0.11 2.04
H 0.93 -2.03 -0.01
H -0.44 -2.10 0.86
H -1.06 -1.80 -1.21
H -2.63 -0.49 0.19
H -2.24 0.40 -1.20
H -1.59 2.04 0.36
H -1.35 0.91 1.59
H 0.73 2.23 -1.13
H 0.33 0.78 -1.72
*
```

=====

B:
The following is a DFT calculation (the ωB97M-V functional and the def2-TZVPD basis) of the ion C5H12N5 with charge +1.

Results
E_LUMO ... -0.146 Ha
SMILES ... [H]/N=C\C1=[NH+]CN[C@H]1NCN
E_HOMO ... -13.39 eV

The geometry in ORCA input format:
```
! wB97M-V def2-TZVPD RIJCOSX def2/J DEFGRID3
* xyz 1 1
H -1.25 1.40 -1.67
N -0.62 2.08 -1.27
C 0.28 1.71 -0.45
C 0.46 0.31 -0.67
N 1.45 -0.28 -1.27
C 1.21 -1.69 -1.52
N -0.13 -1.89 -1.03
C -0.55 -0.74 -0.26
N -0.48 -0.88 1.18
C -1.09 0.22 1.89
N -0.46 1.50 1.56
H 1.02 2.42 -0.11
H 2.31 0.17 -1.57
H 1.98 -2.29 -1.02
H 1.25 -1.90 -2.60
H -0.30 -2.77 -0.56
H -1.59 -0.49 -0.50
H 0.45 -1.09 1.51
H -2.14 0.26 1.59
H -1.04 -0.01 2.96
H -1.10 2.28 1.64
H 0.35 1.68 2.15
*
```

=====

Stability ranking, top and bottom: B is the most stable and A is the least stable.